# 1
Computed, not measured: 2 unconnected molecules or ions with the total composition C2H3FSi, with ωB97M-V with the def2-TZVPD basis set.

Last column: natural (NBO) charge in e.
Geometry (Å):
C  1.59  0.41  -0.62  -0.251
C  1.54  -0.69  -0.10  -0.205
F  -2.34  -1.07  0.28  -0.709
Si  -2.66  0.60  0.06  1.058
H  2.16  1.12  -1.12  0.225
H  1.14  -1.43  0.53  0.232
H  -1.43  1.06  0.97  -0.349

The calculation puts the max |F| at 2.38 eV/Å. For the HOMO energy, the calculation gives -9.26 eV. The orbital gap is 8.451 eV. For the energy above the lowest of the compared OMol25 structures with the same formula, charge and spin, the calculation gives 57.5 kcal per mole. For the energy, the calculation gives -467.2537 Eh. The spin multiplicity is 1. As for the total charge: 0.

# 2
Computed, not measured: a gas-phase ion, CHFNO2S (charge -1), with ωB97M-V with the def2-TZVPD basis set.

Last column: natural (NBO) charge in e.
Geometry (Å):
C  1.03  -0.28  -0.06  0.432
N  0.08  -1.00  0.23  -0.688
O  -1.06  0.82  -1.04  -1.061
O  -1.78  0.64  1.33  -1.035
F  2.26  -0.82  -0.12  -0.375
S  -1.53  -0.06  0.02  1.580
H  1.00  0.69  -0.36  0.147

The calculation puts the max |F| at 2.89 eV/Å. For the HOMO energy, the calculation gives -3.97 eV. The orbital gap is 8.166 eV. For the energy above the lowest of the compared OMol25 structures with the same formula, charge and spin, the calculation gives 18.9 kcal per mole. For the energy, the calculation gives -742.0306 Eh. The spin multiplicity is 1. As for the total charge: -1.

# 3
Computed, not measured: 2 unconnected molecules or ions with the total composition C8H13ClFN4O3, with ωB97M-V with the def2-TZVPD basis set.

Last column: natural (NBO) charge in e.
Geometry (Å):
C  -1.15  -0.78  -3.09  -0.669
C  -0.28  0.51  -3.61  0.050
O  -0.72  0.76  -5.02  -0.719
C  1.29  0.07  -3.70  -0.116
O  2.18  0.70  -2.71  -0.479
C  1.58  0.69  -1.36  0.328
C  1.41  -0.64  -0.45  -0.041
Cl  1.93  -2.34  -0.96  0.140
C  0.68  -0.24  0.93  0.044
N  0.27  1.13  1.26  -0.273
N  0.42  2.30  0.60  -0.117
C  1.07  2.03  -0.68  0.513
F  1.28  3.29  -1.50  -0.300
H  -2.31  -0.52  -2.94  0.235
H  -1.08  -1.65  -3.90  0.248
H  -0.78  -1.25  -2.07  0.197
H  -0.49  1.51  -3.04  0.196
H  -1.59  1.27  -4.91  0.480
H  1.70  0.38  -4.78  0.264
H  1.33  -1.12  -3.69  0.204
H  0.47  -1.11  1.71  0.316
H  -0.23  1.25  2.19  0.483
C  -0.52  -0.59  4.88  0.779
O  0.31  -0.15  4.11  -0.736
N  -1.59  0.12  5.29  -0.828
N  -0.44  -1.83  5.40  -0.827
H  -2.28  -0.23  5.93  0.404
H  -1.68  1.06  4.92  0.406
H  0.35  -2.40  5.12  0.413
H  -1.12  -2.21  6.04  0.403

The calculation puts the max |F| at 6.67 eV/Å. For the HOMO energy, the calculation gives -13.35 eV. The orbital gap is 7.738 eV. For the energy, the calculation gives -1316.9524 Eh. The spin multiplicity is 1. As for the total charge: +1.

# 4
Computed, not measured: a molecular structure, C5H6N2S, with ωB97M-V with the def2-TZVPD basis set.

Last column: natural (NBO) charge in e.
Geometry (Å):
C  2.12  0.18  0.26  0.144
C  -1.08  0.40  1.29  0.191
C  -1.29  1.54  0.35  -0.620
C  0.26  -0.40  -0.30  0.134
C  0.55  -1.62  -1.12  -0.662
N  3.11  0.61  0.62  -0.442
N  -0.32  -0.55  0.94  -0.448
S  -0.42  1.03  -1.17  0.270
H  -1.56  0.39  2.25  0.207
H  -2.34  1.72  0.13  0.253
H  -0.85  2.46  0.73  0.255
H  -0.39  -2.11  -1.38  0.232
H  1.16  -2.32  -0.56  0.249
H  1.06  -1.34  -2.04  0.238

The calculation puts the max |F| at 4.55 eV/Å. For the HOMO energy, the calculation gives -9.62 eV. The orbital gap is 9.324 eV. For the energy above the lowest of the compared OMol25 structures with the same formula, charge and spin, the calculation gives 61.5 kcal per mole. For the energy, the calculation gives -701.7409 Eh. The spin multiplicity is 1. As for the total charge: 0.

# 5
Computed, not measured: 2 unconnected molecules or ions with the total composition C31H35N3O7, with ωB97M-V with the def2-TZVPD basis set.

Last column: Löwdin charge in e.
Geometry (Å):
C  0.24  -0.57  5.30  -0.088
O  -0.31  -1.85  5.12  -0.068
C  -0.30  -2.30  3.79  -0.151
C  0.14  -1.56  2.70  0.004
C  0.16  -2.08  1.42  -0.222
C  0.71  -1.28  0.28  -0.079
C  2.20  -1.51  0.03  -0.127
C  3.03  -1.09  1.24  -0.390
O  3.00  -1.57  2.35  0.105
N  3.81  -0.03  0.83  -0.025
C  4.70  0.64  1.77  -0.005
C  3.72  0.28  -0.62  -0.433
C  3.25  1.72  -0.80  0.010
C  5.08  0.00  -1.25  0.015
N  2.69  -0.70  -1.13  0.070
C  2.28  -0.84  -2.42  0.054
C  2.74  -0.05  -3.45  -0.063
C  2.35  -0.13  -4.77  0.074
C  2.87  0.71  -5.79  -0.191
C  2.41  0.58  -7.12  0.009
C  2.91  1.38  -8.11  -0.056
C  3.88  2.33  -7.83  -0.053
C  4.34  2.48  -6.54  -0.066
C  3.85  1.69  -5.53  -0.008
C  -0.29  -3.38  1.22  0.021
C  -0.75  -4.16  2.27  -0.154
O  -1.18  -5.49  2.15  -0.073
C  -1.23  -5.99  0.84  -0.088
C  -0.77  -3.61  3.56  -0.117
O  -1.24  -4.39  4.65  -0.084
C  -0.19  -5.12  5.23  -0.083
H  0.22  -0.34  6.36  0.096
H  1.27  -0.56  4.95  0.094
H  -0.37  0.16  4.76  0.094
H  0.53  -0.57  2.85  0.104
H  0.15  -1.49  -0.64  0.123
H  0.55  -0.21  0.47  0.131
H  2.39  -2.57  -0.18  0.179
H  4.55  0.24  2.76  0.096
H  5.74  0.48  1.49  0.091
H  4.50  1.71  1.78  0.089
H  2.32  1.87  -0.24  0.097
H  3.99  2.42  -0.42  0.090
H  3.05  1.97  -1.84  0.074
H  5.39  -1.02  -1.00  0.110
H  5.07  0.08  -2.33  0.079
H  5.83  0.69  -0.87  0.090
H  1.57  -1.61  -2.64  0.158
H  3.47  0.70  -3.20  0.055
H  1.64  -0.89  -5.04  0.120
H  1.66  -0.16  -7.34  0.126
H  2.55  1.27  -9.12  0.112
H  4.27  2.95  -8.62  0.110
H  5.10  3.22  -6.31  0.109
H  4.22  1.83  -4.53  0.101
H  -0.26  -3.78  0.22  0.108
H  -1.63  -7.00  0.87  0.097
H  -1.89  -5.36  0.23  0.096
H  -0.22  -6.01  0.42  0.095
H  -0.59  -5.69  6.07  0.095
H  0.22  -5.80  4.49  0.091
H  0.57  -4.43  5.59  0.091
O  3.82  -3.36  -4.62  -0.066
C  4.24  -3.88  -5.65  -0.444
C  3.41  -4.17  -6.78  -0.113
N  1.99  -3.89  -6.81  -0.351
O  1.37  -4.19  -7.84  -0.003
O  1.45  -3.37  -5.83  -0.001
C  3.96  -4.74  -7.90  -0.052
C  5.31  -5.04  -7.96  -0.129
C  6.13  -4.77  -6.88  -0.122
C  5.63  -4.21  -5.75  -0.040
H  3.33  -4.95  -8.75  0.106
H  5.72  -5.48  -8.86  0.085
H  7.18  -5.01  -6.93  0.093
H  6.26  -4.00  -4.89  0.098

The calculation puts the max |F| at 2.88 eV/Å. For the HOMO energy, the calculation gives -6.06 eV. The orbital gap is 3.785 eV. For the energy, the calculation gives -1893.0143 Eh. The spin multiplicity is 1. As for the total charge: 0.

# 6
Computed, not measured: 4 unconnected molecules or ions with the total composition C2H12N2O2, with ωB97M-V with the def2-TZVPD basis set.

Last column: natural (NBO) charge in e.
Geometry (Å):
N  -1.76  0.26  1.05  -0.306
C  -0.71  -0.61  0.56  -0.299
C  -1.33  -1.54  -0.53  -0.556
N  -0.21  2.31  0.47  -0.985
H  2.04  -0.05  -0.89  0.494
H  -1.96  0.12  2.01  0.340
H  -0.18  -1.20  1.34  0.234
H  -0.08  0.13  0.09  0.321
H  -1.95  -0.93  -1.24  0.222
H  -0.56  -2.19  -0.88  0.293
H  -0.86  1.61  0.99  0.346
H  -0.76  2.65  -0.35  0.386
H  2.34  -2.09  -0.43  0.434
H  -2.11  -2.13  -0.09  0.203
O  2.05  0.94  -0.97  -0.985
H  1.24  1.21  -0.43  0.459
H  0.08  3.02  1.08  0.376
O  1.55  -1.60  -0.53  -0.978

The calculation puts the max |F| at 3.18 eV/Å. For the HOMO energy, the calculation gives -8.54 eV. The orbital gap is 4.043 eV. For the energy above the lowest of the compared OMol25 structures with the same formula, charge and spin, the calculation gives 180.8 kcal per mole. For the energy, the calculation gives -343.1051 Eh. The spin multiplicity is 1. As for the total charge: 0.

# 7
Computed, not measured: C15H19N5O4S in the gas phase, with ωB97M-V with the def2-TZVPD basis set.

Last column: natural (NBO) charge in e.
Geometry (Å):
C  2.57  4.02  -4.83  -0.622
C  3.38  3.04  -4.01  -0.068
O  2.60  2.65  -2.88  -0.513
C  3.18  1.77  -2.04  0.784
O  4.29  1.33  -2.22  -0.601
C  2.31  1.43  -0.89  -0.191
C  2.80  0.55  0.07  -0.131
C  2.03  0.19  1.16  -0.283
C  0.75  0.72  1.29  0.249
N  -0.08  0.41  2.37  -0.637
C  -0.01  -0.66  3.20  0.676
O  0.87  -1.49  3.19  -0.632
C  -1.19  -0.76  4.15  -0.600
S  -2.41  -1.91  3.42  0.306
C  -2.90  -0.97  2.06  0.192
N  -2.80  0.34  1.91  -0.382
N  -3.31  0.61  0.72  -0.058
N  -3.72  -0.43  0.14  -0.056
N  -3.48  -1.47  0.95  -0.200
C  -3.71  -2.83  0.57  -0.217
C  -2.57  -3.36  -0.31  -0.426
C  -1.24  -3.48  0.44  -0.062
O  -0.74  -2.19  0.72  -0.749
C  0.26  1.60  0.33  -0.257
C  1.03  1.95  -0.75  -0.153
H  2.33  4.90  -4.23  0.212
H  3.14  4.33  -5.70  0.216
H  1.64  3.56  -5.16  0.212
H  4.32  3.48  -3.66  0.188
H  3.63  2.14  -4.59  0.188
H  3.80  0.15  -0.06  0.236
H  2.42  -0.49  1.90  0.250
H  -0.98  0.91  2.36  0.439
H  -1.69  0.19  4.34  0.246
H  -0.88  -1.23  5.08  0.262
H  -3.81  -3.43  1.48  0.217
H  -4.65  -2.86  0.01  0.233
H  -2.85  -4.34  -0.68  0.220
H  -2.43  -2.68  -1.15  0.229
H  -1.39  -4.04  1.38  0.162
H  -0.53  -4.03  -0.18  0.174
H  0.11  -2.26  1.16  0.495
H  -0.74  2.00  0.44  0.223
H  0.64  2.63  -1.50  0.233

The calculation puts the max |F| at 1.84 eV/Å. The SMILES is CCOC(=O)c1ccc(NC(=O)CSc2nnnn2CCCO)cc1. For the HOMO energy, the calculation gives -8.68 eV. The orbital gap is 9.061 eV. For the energy above the lowest of the compared OMol25 structures with the same formula, charge and spin, the calculation gives 0.0 kcal per mole. For the energy, the calculation gives -1555.9353 Eh. The spin multiplicity is 1. As for the total charge: 0.

Which formula does entry 6 have? C2H12N2O2

Repeat the first record exactly.
Computed, not measured: 2 unconnected molecules or ions with the total composition C2H3FSi, with ωB97M-V with the def2-TZVPD basis set.

Last column: natural (NBO) charge in e.
Geometry (Å):
C  1.59  0.41  -0.62  -0.251
C  1.54  -0.69  -0.10  -0.205
F  -2.34  -1.07  0.28  -0.709
Si  -2.66  0.60  0.06  1.058
H  2.16  1.12  -1.12  0.225
H  1.14  -1.43  0.53  0.232
H  -1.43  1.06  0.97  -0.349

The calculation puts the max |F| at 2.38 eV/Å. For the HOMO energy, the calculation gives -9.26 eV. The orbital gap is 8.451 eV. For the energy above the lowest of the compared OMol25 structures with the same formula, charge and spin, the calculation gives 57.5 kcal per mole. For the energy, the calculation gives -467.2537 Eh. The spin multiplicity is 1. As for the total charge: 0.